{"formula": "C2H6O", "method": "ωB97M-V/def2-TZVPD", "species": ["C", "O", "C", "H", "H", "H", "H", "H", "H"], "positions_angstrom": [[-1.1504, -0.0511, -0.0055], [-0.0106, -0.8212, -0.0065], [1.1898, -0.0648, 0.0102], [-1.5009, 0.3469, 1.0152], [-2.0492, -0.7234, -0.3109], [-1.0070, 0.8692, -0.7271], [1.2621, 0.5196, -0.9231], [2.0728, -0.7308, 0.0878], [1.1934, 0.6555, 0.8598]], "atomic_forces_ev_per_a": [[-2.397, 1.271, -0.508], [1.003, -0.604, 0.332], [-0.002, 0.410, 0.196], [0.996, -0.340, -1.080], [1.647, 1.206, 0.067], [-0.632, -1.635, 1.178], [0.075, -0.103, 0.198], [-0.758, 0.226, -0.016], [0.068, -0.430, -0.368]], "lumo_ev": 1.1, "relative_energy_kcal_mol": 19.1, "homo_ha": -0.36120, "smiles": "COC"}

***

{"formula": "C30H21BBr3F8InN3OP", "method": "ωB97M-V/def2-TZVPD", "species": ["In", "Br", "C", "Br", "H", "H", "C", "C", "C", "C", "C", "C", "N", "N", "C", "C", "C", "C", "C", "N", "H", "H", "H", "H", "H", "H", "H", "H", "H", "F", "C", "C", "F", "C", "F", "C", "P", "C", "C", "C", "C", "C", "C", "C", "C", "C", "C", "C", "C", "C", "Br", "C", "F", "H", "H", "H", "H", "H", "H", "H", "H", "H", "H", "F", "B", "F", "F", "F", "O"], "positions_angstrom": [[0.5996, -1.0221, -1.2011], [-1.1842, -2.4712, -2.3606], [0.6427, -3.3847, -3.2591], [2.4471, -2.4264, -2.5149], [0.6018, -3.2638, -4.3384], [0.6689, -4.4373, -2.9942], [3.2460, 4.1601, -0.4246], [2.1171, 3.7023, -1.0905], [1.7882, 2.3610, -1.0531], [2.5920, 1.4449, -0.3433], [3.7178, 1.9211, 0.3183], [4.0429, 3.2667, 0.2780], [2.1966, 0.0596, -0.3320], [2.9577, -0.7132, 0.3495], [2.6488, -2.0909, 0.4311], [3.5216, -2.8688, 1.1951], [3.3013, -4.2193, 1.3147], [2.1996, -4.7892, 0.6631], [1.3762, -3.9750, -0.0727], [1.5707, -2.6522, -0.2016], [3.5043, 5.2110, -0.4534], [1.4916, 4.3931, -1.6410], [0.8836, 2.0044, -1.5913], [4.3526, 1.2436, 0.8734], [4.9231, 3.6200, 0.7982], [4.3654, -2.4024, 1.6843], [3.9712, -4.8315, 1.9025], [1.9965, -5.8485, 0.7338], [0.5113, -4.3687, -0.5921], [-4.1083, 4.9015, -2.1689], [-3.5246, 3.8565, -1.5934], [-3.9082, 3.4725, -0.3193], [-4.8615, 4.1552, 0.3105], [-3.3127, 2.3832, 0.2973], [-3.7237, 2.0356, 1.5130], [-2.3271, 1.6686, -0.3543], [-1.3034, 0.2384, 0.1206], [-2.5585, -1.0780, 0.6684], [-2.2672, -2.2015, 1.4736], [-3.2441, -3.1348, 1.7860], [-4.5382, -2.9971, 1.2982], [-4.8439, -1.9236, 0.4927], [-3.8645, -0.9848, 0.1787], [-0.6410, 0.8297, 1.7701], [0.5997, 1.4089, 1.9164], [1.0628, 1.8546, 3.1502], [0.2743, 1.7224, 4.2759], [-0.9806, 1.1468, 4.1585], [-1.4311, 0.7114, 2.9235], [-1.9556, 2.0722, -1.6543], [-0.5995, 0.9777, -2.4318], [-2.5427, 3.1535, -2.2732], [-2.1873, 3.5271, -3.5001], [-1.2820, -2.3560, 1.8645], [-2.9901, -3.9815, 2.4118], [-5.2972, -3.7308, 1.5423], [-5.8456, -1.8109, 0.0965], [-4.1501, -0.1706, -0.4803], [1.2321, 1.5313, 1.0752], [2.0449, 2.3069, 3.2244], [0.6307, 2.0675, 5.2389], [-1.6144, 1.0391, 5.0299], [-2.4215, 0.2781, 2.8679], [1.4165, 1.4861, -4.5584], [1.9280, 0.2264, -4.3171], [1.3861, -0.2717, -3.0247], [1.5340, -0.6661, -5.3054], [3.3051, 0.2702, -4.2081], [-0.1415, -1.6366, 0.4263]], "atomic_forces_ev_per_a": [[-0.249, 1.190, -0.548], [1.335, -2.267, -2.163], [0.464, 1.412, 1.072], [0.150, -3.682, -4.113], [-0.044, 0.721, 0.207], [-0.085, 0.266, 0.550], [0.005, 0.071, 0.020], [0.136, -0.040, 0.120], [-0.149, -0.753, -0.204], [0.023, 0.555, -0.941], [0.314, -0.361, 0.208], [-0.182, 0.037, -0.093], [2.168, -0.124, 1.077], [-0.747, -0.325, -0.497], [-0.323, 0.305, -0.018], [0.081, -0.064, 0.232], [0.013, -0.113, 0.001], [0.103, 0.338, 0.155], [-0.281, 0.002, 0.236], [1.938, -0.859, 2.524], [0.005, -0.014, 0.002], [-0.001, -0.038, -0.019], [1.787, 0.854, 0.981], [-0.078, -0.064, -0.043], [0.007, -0.034, 0.002], [-0.070, 0.132, -0.019], [-0.002, 0.003, -0.018], [-0.010, 0.001, -0.058], [-0.031, 0.016, 0.030], [-0.018, 0.037, -0.013], [-0.041, 0.016, 0.040], [-0.125, 0.038, 0.166], [-0.023, 0.066, -0.048], [0.293, -0.095, -0.349], [-0.099, 0.070, 0.057], [-0.167, 0.562, -0.887], [-0.814, -2.224, 4.911], [-0.948, 0.492, -0.354], [-0.511, 0.228, 0.267], [0.032, 0.301, -0.146], [-0.118, -0.211, 0.057], [-0.095, 0.005, -0.149], [0.159, 0.145, -0.050], [-1.242, -0.188, 0.280], [0.090, 0.167, 0.352], [0.018, -0.028, -0.057], [0.091, 0.060, 0.165], [-0.046, -0.059, -0.062], [-0.147, -0.060, -0.081], [-0.391, -0.664, 1.470], [-2.648, 2.189, -4.195], [0.417, -0.271, -0.258], [-0.086, 0.114, -0.021], [0.138, 0.163, 0.065], [0.034, 0.033, 0.022], [0.009, 0.014, -0.002], [0.020, 0.032, -0.024], [0.064, 0.071, 0.083], [-0.055, 0.203, -0.003], [0.000, -0.015, -0.061], [-0.005, -0.003, -0.012], [-0.014, -0.006, -0.020], [0.042, -0.035, -0.076], [-0.157, -0.170, 0.408], [0.949, 0.705, -1.904], [-0.068, 1.316, -1.115], [-0.247, -0.252, 0.480], [-0.170, -0.212, 0.473], [-0.398, 0.302, 1.907]], "lumo_ev": [-2.2, -2.2], "relative_energy_kcal_mol": 271.3, "homo_ha": [-0.26296, -0.26306]}

***

{"formula": "C2H2F2OS", "method": "ωB97M-V/def2-TZVPD", "species": ["C", "C", "O", "F", "F", "S", "H", "H"], "positions_angstrom": [[0.3116, -0.0592, 0.3447], [-0.9120, -0.1412, -0.3707], [2.7550, 0.2239, 0.5802], [-1.6074, 1.0327, -0.0505], [-1.6718, -1.1909, 0.0422], [1.7535, -0.2271, -0.4124], [0.2117, 0.7024, 1.4163], [-0.8406, -0.3407, -1.5499]], "atomic_forces_ev_per_a": [[2.027, 2.909, 2.627], [-2.115, -0.335, -2.940], [0.424, -0.436, -1.214], [0.185, -1.040, -0.877], [-0.388, -0.044, 0.433], [-0.765, 0.776, 2.815], [0.678, -2.910, -3.265], [-0.047, 1.081, 2.421]], "lumo_ev": -1.2, "relative_energy_kcal_mol": 51.2, "homo_ha": -0.37809}

***

{"formula": "C2H7S", "method": "ωB97M-V/def2-TZVPD", "species": ["C", "H", "H", "H", "H", "C", "S", "H", "H", "H"], "positions_angstrom": [[-4.1917, -3.6275, 1.5612], [-4.7797, -3.6687, 2.4775], [-3.8578, -4.6530, 1.3753], [-3.3272, -2.9997, 1.7666], [-4.8026, -3.3545, 0.7059], [1.3477, 2.1295, -1.8347], [1.8589, 1.1009, -0.0142], [0.9849, 1.2626, -2.3705], [0.6088, 2.6885, -1.2923], [2.1609, 2.6555, -2.3106]], "atomic_forces_ev_per_a": [[0.070, -0.878, 0.422], [-0.233, 0.126, -0.109], [0.161, 0.139, 0.038], [-0.106, 0.145, -0.446], [0.110, 0.471, 0.093], [0.550, -2.189, 2.995], [-0.076, 1.124, -2.046], [-0.230, 0.331, -0.389], [-0.388, 0.592, -0.690], [0.141, 0.140, 0.131]], "charge": -1, "lumo_ev": 3.1, "relative_energy_kcal_mol": 31.6, "homo_ha": -0.07711}